No. 1
13
Properties=species:S:1:pos:R:3:forces:R:3:lowdin_charge:R:1 method="wB97M-V/def2-TZVPD" max_force_ev_per_a=3.65 homo_lumo_gap_ev=9.72 de_lowest_kcal_mol=68.1 homo_energy_ha=-0.3479 smiles=CCCN(Cl)Cl
H -0.239689 -2.019276 1.566644 -0.469 -0.336 -0.007 0.05
C 0.500598 -0.610543 0.151399 -2.738 1.441 1.927 -0.24
H -0.127372 0.369109 -1.608770 0.035 -0.015 -1.358 0.09
C -0.545075 -1.707252 0.570662 0.110 1.411 -1.101 -0.08
Cl 0.728110 2.531686 1.151543 -0.385 -0.794 -0.436 0.53
H -0.570869 -2.601860 -0.142079 -0.282 1.440 0.992 0.09
H 0.783062 -0.023686 1.033303 0.719 -1.133 0.461 0.07
H -1.215085 0.758745 -0.354495 0.631 -0.162 0.427 0.12
Cl 0.317129 2.996020 -1.563146 -0.280 -0.331 -0.142 0.55
C -0.135726 0.568033 -0.569093 -1.546 -0.191 -0.370 -0.41
H -1.488042 -1.048373 0.594260 0.833 -1.949 0.210 0.08
H 1.305813 -0.948417 -0.393418 1.939 -0.756 -0.935 0.08
N 0.687146 1.735815 -0.436810 1.432 1.376 0.332 -0.93

***

No. 2
13
Properties=species:S:1:pos:R:3:forces:R:3:lowdin_charge:R:1 method="wB97M-V/def2-TZVPD" max_force_ev_per_a=3.18 homo_lumo_gap_ev=10.49 de_lowest_kcal_mol=10.8 homo_energy_ha=-0.3555 smiles=C[C@H](N)C(Cl)Cl
C 0.464222 0.453185 0.027625 -1.257 0.309 0.796 -0.96
C -0.770913 0.432009 -0.894367 2.320 -1.146 -1.848 -0.50
H 0.199217 0.728196 -2.833418 0.124 -0.194 0.476 0.07
H 1.182179 1.128729 -0.407475 0.555 -0.050 0.313 0.06
Cl 1.176406 -1.205614 0.224743 0.077 1.089 0.091 0.59
Cl -0.063715 1.141348 1.653549 0.556 -0.465 -0.782 0.52
C -1.716379 -0.664324 -0.550610 -1.412 0.661 1.231 -0.12
N -0.210763 -0.008667 -2.263298 -2.010 2.230 0.668 0.02
H -2.201672 -0.900672 -1.476461 -0.442 -0.617 -0.152 0.08
H -2.448422 -0.345569 0.192508 -0.242 0.219 -0.131 0.08
H 0.417439 -0.723972 -2.050537 1.349 -1.280 -0.199 -0.01
H -1.248725 -1.496139 -0.048480 0.290 -0.441 -0.502 0.04
H -1.202019 1.437405 -0.959907 0.094 -0.315 0.037 0.14

***

No. 3
14
Properties=species:S:1:pos:R:3:forces:R:3:lowdin_charge:R:1 method="wB97M-V/def2-TZVPD" max_force_ev_per_a=2.70 homo_lumo_gap_ev=9.74 de_lowest_kcal_mol=80.1 homo_energy_ha=-0.3528 smiles="CC(C)=O.ClNCl"
Cl -2.318119 -0.154798 1.575090 0.233 -0.432 -0.417 0.53
H -0.840887 -1.871155 0.936440 1.252 0.908 -0.744 -0.04
O 0.939437 -1.204410 -0.854479 0.149 0.744 -0.107 0.07
N -1.739520 -1.764849 1.333841 -1.263 -0.473 1.520 -0.92
C 0.630291 1.126620 -1.575491 0.138 -2.056 -0.472 -0.02
H 1.686802 1.437718 1.010003 -1.599 -1.550 -0.504 0.13
C 0.932454 0.574562 0.796558 0.142 0.996 -0.851 -0.06
H 1.437379 1.799125 -1.754751 0.644 0.402 -0.068 0.08
H 0.281036 0.644167 -2.455054 -0.243 0.123 -1.264 0.07
H 1.127226 -0.285123 1.331967 0.887 -1.488 2.070 0.03
C 0.943743 -0.013709 -0.634423 -0.577 1.744 1.283 -0.48
H -0.174813 1.621367 -1.093484 -0.722 0.781 0.223 0.07
H -0.148454 0.802258 1.021152 1.379 0.403 -0.283 0.01
Cl -2.756575 -2.711774 0.362628 -0.421 -0.101 -0.386 0.52